Record 1
Molecular formula: C4H11N3O
Method: DFT, ωB97M-V with the def2-TZVPD basis set

Summary:
E_tot in a.u.: -398.23449
Energy relative to the best compared isomer or geometry (same formula, charge and spin) in kJ/mol: 839.30
Highest occupied orbital energy in Ha: -0.3426

XYZ file:
```
19
Properties=species:S:1:pos:R:3:forces:R:3:nbo_charge:R:1
C -1.4792 -1.1087 0.7843 1.183 -2.019 3.371 -0.72
C -0.8055 -0.7744 -0.5048 -2.884 2.283 -1.579 -0.13
C -1.4928 0.6725 -0.7539 -0.709 -4.045 -4.649 -0.03
C 1.4322 -0.0531 -0.0924 -0.265 -1.926 1.593 0.56
H -2.6369 -0.4916 1.1659 3.803 -2.483 -1.708 0.26
H -0.5258 -0.5326 1.5560 -3.620 -2.467 -1.667 0.30
H -1.4059 -2.4383 0.6857 -0.775 3.907 1.486 0.21
H -1.1906 -1.2184 -1.4333 -0.484 -0.586 0.599 0.18
H -1.1075 1.0695 -1.7779 -0.865 -0.426 1.233 0.14
H -2.6733 0.1405 -0.8843 3.147 2.405 0.114 0.17
H -0.5913 1.5833 0.6705 0.074 -0.229 0.025 0.49
H 0.6578 -1.4437 -1.6854 1.406 1.589 2.443 0.42
H 1.8148 1.0024 1.4216 -2.171 -2.643 0.919 0.43
H 1.5652 -0.9817 1.8707 -2.068 4.698 -1.629 0.41
H 2.3669 0.7599 -1.5770 1.189 -1.345 3.684 0.35
N 0.6419 -1.0572 -0.6696 -1.254 0.803 -1.269 -0.66
N 1.0227 0.1627 1.3543 6.046 -1.683 -0.283 -0.92
N 2.5068 0.5362 -0.4207 -1.303 1.865 -4.975 -0.72
O -1.4253 1.5801 0.1925 -0.450 2.302 2.292 -0.72
```
Positions in Å, forces in eV/Å.

***

Record 2
Molecular formula: C34H41ClGeI2N3O2RuS2Si
Method: DFT, ωB97M-V with the def2-TZVPD basis set

Summary:
<S²>: 0.7611
E_tot in a.u.: -5948.32207
Energy relative to the best compared isomer or geometry (same formula, charge and spin) in kJ/mol: 106.66
Spin multiplicity: 2
Highest occupied orbital energy (spin up / spin down) in Ha: -0.3023 / -0.3012

XYZ file:
```
88
Properties=species:S:1:pos:R:3:forces:R:3:mulliken_spin:R:1
Ru 1.2616 2.5738 -0.1867 -0.035 -0.196 0.438 0.87
C -1.8020 1.7710 -4.7894 -0.010 -0.050 -0.014 0.00
Si -1.5499 3.6194 -4.7465 -0.014 0.027 0.005 0.00
C -0.0116 4.1239 -5.6798 0.014 -0.006 0.014 0.00
C -3.0387 4.5128 -5.4437 -0.003 -0.015 0.009 0.00
C -1.3941 4.1150 -2.9276 0.017 -0.013 -0.008 0.01
C -2.3434 4.8695 -2.2557 0.008 0.025 0.025 0.00
C -2.2389 5.1349 -0.8870 0.003 -0.009 -0.064 0.00
C -1.1913 4.5919 -0.1837 -0.034 -0.037 0.017 0.00
N -0.2729 3.8482 -0.8116 -0.011 0.005 -0.161 -0.01
C -0.3368 3.6565 -2.1336 0.031 0.009 0.013 0.00
S 1.0909 2.7823 -2.5778 -0.041 0.158 0.016 -0.02
H -1.7902 1.3941 -5.8151 0.009 0.004 0.003 0.00
H -2.7585 1.4954 -4.3398 -0.006 0.020 0.004 0.00
H -1.0202 1.2570 -4.2256 0.014 0.009 -0.012 0.00
H -0.1443 3.9508 -6.7504 -0.014 -0.009 0.003 0.00
H 0.8618 3.5547 -5.3577 0.008 0.006 0.001 0.00
H 0.2076 5.1836 -5.5352 -0.003 0.001 -0.002 0.00
H -3.1542 4.2655 -6.5013 -0.003 -0.002 0.001 0.00
H -2.9361 5.5975 -5.3690 0.006 0.000 0.000 0.00
H -3.9605 4.2192 -4.9368 -0.001 0.006 -0.003 0.00
H -3.1895 5.2696 -2.8028 -0.006 -0.001 0.011 0.00
H -2.9687 5.7444 -0.3744 0.000 0.002 -0.003 0.00
H -1.0553 4.7435 0.8776 0.009 -0.013 0.001 0.00
I 2.1781 4.9335 0.9103 -0.021 -0.080 -0.135 0.00
C 3.2611 2.9303 -0.9692 0.153 -0.206 -0.208 -0.06
I 4.0941 1.4373 -2.2769 -0.092 0.162 0.048 0.01
H 3.8713 2.8477 -0.0826 0.007 0.103 -0.010 0.01
H 3.3548 3.8649 -1.5000 -0.019 0.035 0.025 0.00
Cl -0.2145 0.7944 -0.6611 0.103 0.118 -0.012 0.05
S -0.0864 2.5404 1.9092 0.073 -0.228 -0.007 0.05
C 0.9683 1.8859 3.1329 -0.048 0.234 -0.013 0.01
N 0.5130 0.8734 3.8476 -0.062 0.044 0.119 0.00
C 1.2625 0.2526 4.9345 -0.031 0.021 -0.044 0.00
C 2.2716 1.2377 5.5007 0.022 -0.016 0.024 0.00
C 3.0650 1.8759 4.3716 -0.081 -0.014 -0.001 0.00
N 2.1256 2.4493 3.4191 0.040 -0.045 0.000 0.00
H -0.3328 0.4263 3.5192 0.017 -0.024 -0.028 0.00
H 1.7613 -0.6329 4.5413 0.029 -0.034 -0.010 0.00
H 0.5480 -0.0549 5.6984 0.033 -0.015 -0.020 0.00
H 2.9431 0.7146 6.1810 -0.004 0.006 0.004 0.00
H 1.7566 2.0151 6.0692 0.002 0.008 -0.010 0.00
H 3.6843 1.1349 3.8636 0.017 -0.005 0.001 0.00
H 3.6921 2.6838 4.7455 0.030 -0.016 -0.019 0.00
H 2.4201 3.2029 2.8096 -0.012 0.007 0.039 -0.01
O 2.5909 -0.3682 2.1947 0.027 -0.023 0.035 0.00
C 2.4952 -0.0072 1.0364 -0.212 0.107 0.092 0.00
O 2.4864 1.2722 0.7134 0.044 -0.013 -0.189 0.07
C 2.5285 -0.9903 -0.1134 0.038 0.046 -0.003 0.01
C 2.1945 -2.4193 0.2986 0.046 -0.004 0.004 0.00
Ge 0.3160 -2.9441 0.4474 -0.074 -0.076 0.052 -0.01
C -0.7554 -2.6813 -1.1652 -0.028 0.022 0.053 0.00
C -2.0896 -3.0892 -1.1193 -0.003 0.027 -0.008 0.00
C -2.9217 -2.9461 -2.2197 0.013 -0.003 -0.014 0.00
C -2.4227 -2.4013 -3.3956 -0.009 -0.001 0.005 0.00
C -1.0948 -2.0085 -3.4631 0.016 0.007 -0.007 0.00
C -0.2695 -2.1453 -2.3544 0.046 -0.028 -0.018 0.00
C -0.6373 -2.1501 1.9701 -0.020 0.026 -0.025 0.00
C -0.3180 -2.5447 3.2715 -0.006 -0.034 -0.035 0.00
C -1.0553 -2.0966 4.3588 -0.002 0.014 -0.009 0.00
C -2.1156 -1.2187 4.1632 0.004 0.011 -0.004 0.00
C -2.4323 -0.7988 2.8774 0.001 -0.001 0.016 0.00
C -1.7045 -1.2716 1.7903 0.011 -0.034 0.037 0.00
C 0.2934 -4.8785 0.7970 0.069 0.014 -0.012 0.00
C 1.2365 -5.7117 0.1931 -0.032 0.029 0.017 0.00
C 1.2031 -7.0866 0.3773 0.001 -0.011 0.000 0.00
C 0.2167 -7.6555 1.1704 0.016 -0.020 -0.010 0.00
C -0.7322 -6.8448 1.7743 -0.020 0.027 0.014 0.00
C -0.6910 -5.4685 1.5892 0.018 -0.003 -0.019 0.00
H 3.5542 -0.9414 -0.4928 -0.021 -0.022 0.058 0.00
H 1.9010 -0.5984 -0.9106 0.012 -0.084 -0.030 0.00
H 2.6358 -2.6153 1.2783 0.014 -0.029 -0.010 0.00
H 2.6650 -3.1187 -0.3959 -0.043 0.007 -0.042 0.00
H -2.4865 -3.5269 -0.2082 -0.018 0.010 -0.015 0.00
H -3.9556 -3.2629 -2.1628 -0.001 -0.001 0.002 0.00
H -3.0672 -2.2868 -4.2582 0.000 -0.002 0.001 0.00
H -0.6982 -1.5885 -4.3791 -0.005 0.008 -0.004 0.00
H 0.7630 -1.8254 -2.4330 0.004 0.018 0.040 0.00
H 0.5011 -3.2366 3.4391 0.002 0.002 -0.002 0.00
H -0.8104 -2.4389 5.3569 0.012 0.009 0.006 0.00
H -2.6934 -0.8655 5.0085 -0.007 -0.007 0.001 0.00
H -3.2525 -0.1101 2.7177 -0.003 -0.002 -0.004 0.00
H -1.9792 -0.9566 0.7924 0.021 0.054 -0.020 0.00
H 2.0097 -5.2855 -0.4365 0.008 -0.024 -0.001 0.00
H 1.9452 -7.7150 -0.0992 0.002 0.003 -0.001 0.00
H 0.1880 -8.7281 1.3154 -0.002 0.002 0.000 0.00
H -1.5062 -7.2839 2.3916 0.000 0.004 0.001 0.00
H -1.4366 -4.8481 2.0739 -0.009 -0.001 0.013 0.00
```
Positions in Å, forces in eV/Å.

***

Record 3
Molecular formula: C5H10N3
Method: DFT, ωB97M-V with the def2-TZVPD basis set

Summary:
E_tot in a.u.: -360.45483
Energy relative to the best compared isomer or geometry (same formula, charge and spin) in kJ/mol: 315.78
Structure (SMILES): NC1=CNCCC=[NH+]1
Highest occupied orbital energy (spin up / spin down) in Ha: -0.4245 / -0.4243
Charge: +1

XYZ file:
```
18
Properties=species:S:1:pos:R:3:forces:R:3:nbo_charge:R:1
N -0.3676 2.0092 -1.8298 -1.269 1.326 0.347 -0.87
C -0.1820 0.9474 -0.8828 7.088 1.365 -0.011 0.18
C 1.2769 0.6270 -0.5402 -7.706 -2.692 0.843 0.09
N 1.6035 -0.5266 0.0655 4.611 1.939 1.631 -0.50
C 0.7639 -1.5414 0.5864 0.414 0.039 2.550 -0.23
C -0.4404 -0.9961 1.5105 -2.578 -4.411 -2.793 -0.48
C -1.5287 -0.5040 0.5928 -0.266 0.860 1.026 0.10
N -1.2738 0.4227 -0.2978 -0.329 0.034 -1.275 -0.42
H -0.8924 2.8691 -1.5352 0.741 -1.352 0.015 0.39
H 0.3276 2.3327 -2.5287 -0.438 -1.288 1.026 0.42
H 1.9946 1.3347 -0.6060 2.147 2.045 -0.944 0.22
H 2.6274 -0.4966 0.4582 -2.693 -0.208 -1.000 0.43
H 1.3346 -2.2805 1.2438 -0.512 1.011 -1.401 0.25
H 0.3971 -1.9446 -0.2900 -1.345 -1.821 -1.257 0.22
H -0.9136 -1.9376 2.0247 1.046 1.699 -0.786 0.26
H -0.0917 -0.3916 2.2623 0.769 1.952 1.462 0.25
H -2.6059 -0.8027 0.5603 1.271 0.057 0.591 0.24
H -2.0294 0.8787 -0.7941 -0.951 -0.554 -0.022 0.44
```
Positions in Å, forces in eV/Å.